# 1
The following is a DFT calculation (the ωB97M-V functional and the def2-TZVPD basis) of a single C5H8Br2N2 molecule in a non-equilibrium geometry.

The LUMO energy is 0.36 eV. The value obtained for the energy above the lowest of the compared OMol25 structures with the same formula, charge and spin is 83.0 kcal/mol. The total energy is -5452.73404 hartree. The value obtained for the HOMO energy is -9.4 eV. The SMILES is C/N=C(\Br)C/C(Br)=N/C. The calculation puts the orbital gap at 9.8 eV.

ORCA input file:
```
! RIJCOSX wB97M-V def2-TZVPD def2/J DEFGRID3
* xyz 0 1
C -1.3391 0.8896 0.7178
C 1.3487 -0.9542 -0.1180
C -2.0827 3.1050 0.7803
C 2.3351 -2.5718 -1.6157
C -0.2835 -0.4452 0.4469
N -1.1274 2.0570 0.5168
N 1.3663 -1.8283 -1.0021
Br 2.8481 0.0913 0.7852
Br -2.8892 0.0199 1.5350
H -1.5181 3.9409 1.1172
H -3.0130 2.8342 1.2505
H -2.4292 3.3258 -0.2571
H 2.0955 -2.7811 -2.6477
H 2.4025 -3.6054 -1.1819
H 3.3280 -2.1221 -1.6556
H -0.9520 -1.0066 -0.0912
H -0.0900 -0.9491 1.4197
*
```


# 2
The following is a DFT calculation (the ωB97M-V functional and the def2-TZVPD basis) of a molecular structure, B2H8Tl in a non-equilibrium geometry.

The LUMO energy is -11.37 eV. The value obtained for the energy above the lowest of the compared OMol25 structures with the same formula, charge and spin is 96.9 kcal/mol. The total energy is -226.21706 hartree. The value obtained for the HOMO energy is -16.1 eV. The calculation puts the orbital gap at 4.8 eV.

ORCA input file:
```
! RIJCOSX wB97M-V def2-TZVPD def2/J DEFGRID3
* xyz 1 1
Tl -6.9086 23.3562 4.3020
B -6.3350 21.4629 1.8734
H -5.7327 20.9467 1.1419
H -6.0354 21.3052 2.8979
H -6.2748 22.5280 1.7120
H -7.3545 21.1451 1.7186
B -9.1894 23.3698 2.1183
H -8.1443 23.5352 1.9069
H -9.4237 22.5028 1.5203
H -9.3564 23.0757 3.1429
H -9.8365 24.2082 1.9120
*
```


# 3
The following is a DFT calculation (the ωB97M-V functional and the def2-TZVPD basis) of a single C6H12 molecule.

The LUMO energy is 1.25 eV. The value obtained for the energy above the lowest of the compared OMol25 structures with the same formula, charge and spin is 22.8 kcal/mol. The total energy is -235.78184 hartree. The value obtained for the HOMO energy is -9.9 eV. The SMILES is CC[C@H]1C[C@H]1C. The calculation puts the orbital gap at 11.1 eV.

ORCA input file:
```
! RIJCOSX wB97M-V def2-TZVPD def2/J DEFGRID3
* xyz 0 1
C 1.9462 0.9813 -0.5827
C 1.3056 -0.1758 0.1788
C 0.0901 -0.7548 -0.5142
C -0.8574 -1.6081 0.2827
C -1.3224 -0.2845 -0.2614
C -1.6715 0.8854 0.6297
H 2.2892 0.6517 -1.5708
H 1.2304 1.7978 -0.7312
H 2.8141 1.3800 -0.0457
H 1.0377 0.1458 1.1935
H 2.0427 -0.9807 0.3076
H 0.2845 -1.0665 -1.5412
H -0.6585 -1.6674 1.3521
H -1.2519 -2.5260 -0.1450
H -1.9743 -0.3674 -1.1301
H -2.6349 0.7286 1.1286
H -1.7484 1.8066 0.0405
H -0.9212 1.0538 1.4088
*
```


# 4
The following is a DFT calculation (the ωB97M-V functional and the def2-TZVPD basis) of 2 unconnected molecules or ions with the total composition C7H15BrN in a non-equilibrium geometry.

The LUMO energy is -3.00 eV. The value obtained for the energy above the lowest of the compared OMol25 structures with the same formula, charge and spin is 0.0 kcal/mol. The total energy is -2904.17167 hartree. The value obtained for the HOMO energy is -13.8 eV. The calculation puts the orbital gap at 10.8 eV.

ORCA input file:
```
! RIJCOSX wB97M-V def2-TZVPD def2/J DEFGRID3
* xyz 1 1
C -0.2473 1.5147 -1.4511
C -0.3891 1.9976 0.0365
C -0.4950 0.0591 -1.3729
C 0.3029 0.8590 0.7465
C 0.8277 0.9766 1.9622
C -1.0182 -2.5190 -0.0377
C -0.8189 -1.2341 0.7350
N 0.0721 -0.3451 -0.0228
Br 3.5726 -0.1810 -0.0825
H -1.0822 2.1208 -1.9626
H 0.6841 1.8406 -1.7650
H -0.0129 2.9861 0.1687
H -1.4898 2.0014 0.4024
H -1.5158 -0.2425 -1.2785
H -0.0529 -0.6749 -2.0175
H 1.1201 1.9389 2.4643
H 4.2852 0.7203 -0.9649
H 1.2048 0.0260 2.3825
H -1.6073 -3.2653 0.6791
H -1.8749 -2.4657 -0.8114
H -0.2201 -3.0064 -0.5289
H -0.5396 -1.5996 1.7706
H -1.7793 -0.7704 1.0065
H 1.0737 -0.7373 -0.0587
*
```


# 5
The following is a DFT calculation (the ωB97M-V functional and the def2-TZVPD basis) of a single C8H9NO molecule in a non-equilibrium geometry.

The LUMO energy is 0.80 eV. The value obtained for the energy above the lowest of the compared OMol25 structures with the same formula, charge and spin is 70.7 kcal/mol. The total energy is -440.13863 hartree. The value obtained for the HOMO energy is -8.7 eV. The SMILES is CC(=O)Nc1ccccc1. The calculation puts the orbital gap at 9.6 eV.

ORCA input file:
```
! RIJCOSX wB97M-V def2-TZVPD def2/J DEFGRID3
* xyz 0 1
C 2.8480 -0.1559 2.1267
C 1.5089 -0.4661 1.4576
C -0.0299 0.1976 -0.3750
C -0.0065 0.6585 -1.7361
C -1.2849 0.7157 -2.3938
C -2.4623 0.3960 -1.7590
C -2.3400 0.0382 -0.5146
C -1.1983 -0.1471 0.2409
H 3.4473 0.8432 1.6459
H 2.8430 0.1647 3.1275
H 3.4899 -0.9951 2.1026
H 2.0488 0.1674 -0.1675
H 0.8308 0.7758 -2.2745
H -1.1071 0.9200 -3.4715
H -3.3889 0.7017 -2.3513
H -3.4088 -0.2104 0.1809
H -1.3861 -0.5580 1.4077
N 1.2495 0.1588 0.2182
O 0.7093 -1.2929 1.9990
*
```


# 6
The following is a DFT calculation (the ωB97M-V functional and the def2-TZVPD basis) of 2 unconnected molecules or ions with the total composition C19H22FN2O5.

The LUMO energy is 1.30 eV. The total energy is -1322.74844 hartree. The value obtained for the HOMO energy is -1.9 eV. The calculation puts the orbital gap at 3.2 eV.

ORCA input file:
```
! RIJCOSX wB97M-V def2-TZVPD def2/J DEFGRID3
* xyz -1 1
C -3.2795 -0.8893 1.7660
C -2.3440 -0.7237 1.0241
C -1.2091 -0.5739 0.1513
C -1.0881 0.5840 -0.6457
C -2.1478 1.6532 -0.5456
C -2.9549 1.8913 -1.8463
C -4.4588 1.7309 -1.7454
O -5.1436 1.4618 -2.6846
O -5.0270 1.8876 -0.5168
C 0.0104 0.7516 -1.4882
C 0.2421 2.0043 -2.2935
C 1.3152 2.8679 -1.6375
F 1.6848 3.8806 -2.5010
C 0.9280 -0.2783 -1.5100
C 0.8008 -1.4218 -0.7365
C -0.2620 -1.6002 0.1223
C -0.3879 -2.8042 1.0084
C 0.0498 -2.5451 2.4704
C 1.0194 -1.3879 2.6697
C 1.5713 -1.3549 4.1011
N 1.7048 0.0354 4.5548
C 1.9846 -2.2958 -0.9924
O 2.2066 -3.4034 -0.5704
N 2.8362 -1.5612 -1.8120
C 2.1982 -0.3944 -2.2908
O 2.6515 0.3175 -3.1310
H -4.1115 -0.9810 2.4220
H -1.6552 2.5814 -0.2437
H -2.8304 1.4036 0.2587
H -2.7610 2.8939 -2.2306
H -2.6367 1.1983 -2.6219
H -4.5634 2.5668 -0.0141
H -0.6623 2.5979 -2.3702
H 0.6162 1.7328 -3.2795
H 0.9192 3.3342 -0.7290
H 2.1925 2.2807 -1.3670
H 0.1965 -3.6185 0.5954
H -1.4330 -3.1162 1.0172
H 0.5653 -3.4469 2.8116
H -0.8227 -2.4206 3.1124
H 0.5427 -0.4224 2.4910
H 1.8529 -1.5155 1.9750
H 2.5241 -1.8890 4.1450
H 0.8426 -1.8345 4.7569
H 2.2081 0.5836 3.8699
H 2.1902 0.0893 5.4390
H 3.4101 -2.0556 -2.4841
O 5.7037 1.2201 -4.3759
H 4.8110 0.9855 -4.0986
*
```